ORCA calculation (ωB97M-V/def2-TZVPD) on a structure of composition C26H43BeCl3CsFKN4O9P in a non-equilibrium geometry.

Output
* electronic energy: -118859.45133 eV
* LUMO level: -8.595 eV
* charge: +2
* Kohn-Sham gap: 2.505 eV
* multiplicity: 1

```
90
Properties=species:S:1:pos:R:3:forces:R:3:lowdin_charge:R:1
N -0.21939 -1.95156 0.06916 -1.7586 1.2416 -1.1296 0.03
C -0.76765 -1.67106 -1.27300 2.4859 -2.6441 0.9537 -0.26
N -1.58562 -0.38316 -1.38991 -2.0649 1.3425 -0.2703 -0.33
C -0.80968 0.68730 -2.11699 2.2624 1.5827 0.7935 -0.30
C 0.60116 1.12463 -1.43067 0.4776 1.1208 -0.1117 -0.05
C 0.52198 2.48819 -0.50698 -1.7171 1.4424 3.5487 -0.53
O -0.57109 2.98021 0.02434 6.0470 -3.5267 -1.9796 -0.22
O 1.81650 3.19626 -0.32893 -3.4211 -1.2772 -1.5716 -0.01
C -2.24311 0.06980 -0.10057 -0.1146 0.2245 1.8312 -0.07
C -3.58929 0.95749 -0.30235 -4.2785 -1.8337 1.6748 -0.63
O -4.68373 0.44669 0.06508 5.3036 2.1677 -1.7981 0.03
Cl -3.68242 2.66013 -0.96343 0.6229 -1.7247 0.6179 0.70
P -2.96111 -0.80392 -2.49817 -0.7775 5.9222 -3.7512 0.69
O -3.35071 0.35518 -3.43802 0.8970 -1.8343 2.4872 -0.44
H 0.18836 -1.12527 0.52750 0.0098 -0.6561 -0.3165 0.09
H -0.93262 -2.34844 0.70243 0.7874 -0.1045 -0.3436 0.05
H 0.11271 -1.58508 -2.01674 -1.5063 -0.2122 0.9331 0.17
H -1.37064 -2.62884 -1.58760 2.1081 1.9941 1.3687 0.04
H -1.41043 1.65525 -2.32674 0.3556 -2.3757 0.5798 -0.01
H -0.54571 0.24056 -3.18884 0.1184 0.5056 2.0809 -0.04
H 1.33310 1.39623 -2.31933 -1.3540 -0.5983 1.7677 0.17
H 1.13403 0.31545 -0.82690 -0.6775 1.0508 -0.8186 0.15
H 1.74430 4.12983 -0.68540 0.1201 -1.1529 1.1120 0.11
H -1.44198 0.57871 0.54146 -1.3705 -0.3653 -1.0002 0.15
H -2.58154 -0.86146 0.49994 0.3497 1.5730 -1.1217 0.17
H -4.08945 -1.36130 -1.75262 1.0974 0.4561 -0.1501 0.10
H -2.43391 -1.86486 -3.36269 1.7689 8.0386 -0.8646 -0.13
O -4.49887 7.02382 0.66858 2.6780 0.2446 -1.5946 0.10
C -3.52029 7.50297 -0.03410 -5.3958 4.3734 1.1159 -0.24
C -2.34805 6.35180 -0.16146 5.6681 -3.6698 -1.1980 -0.31
O -1.34063 6.83255 -0.86496 -2.8614 -1.1008 1.5568 -0.10
H -3.00752 8.39805 0.35543 0.6127 -0.7504 0.8905 0.15
H -3.74286 7.80527 -1.07120 -0.0577 -1.2380 -0.3637 0.15
H -2.85855 5.45411 -0.55965 -0.5601 0.6652 -0.6928 0.07
H -2.13123 6.03601 0.87206 -0.0641 1.2197 0.2894 0.14
K -2.88468 -3.15329 -2.79608 -2.7005 -14.0018 1.1879 0.92
C 3.07502 3.10888 3.86014 0.5522 0.0260 0.8514 -0.72
O 3.66802 2.57048 4.77681 -0.1880 0.0013 -0.3515 0.05
N 2.20224 2.43931 3.06064 -0.7592 -0.8106 -0.5482 0.14
N 3.23268 4.42034 3.55586 0.2096 0.6674 -0.0551 0.16
H 1.70279 2.86154 2.29922 0.1042 0.0756 0.1460 0.06
H 2.05951 1.46144 3.25700 0.0779 0.1973 0.0538 0.11
H 3.87244 4.95020 4.12667 -0.1052 -0.0854 -0.1065 0.12
H 2.75348 4.88207 2.80486 0.0478 -0.0310 0.1046 0.09
O 0.73822 -4.40570 -1.58567 -1.4176 0.5056 -0.9072 -0.44
H 0.67016 -3.62130 -1.04896 0.3870 0.1093 0.6197 -0.22
Cs -0.52469 4.03127 -2.33205 -1.0204 3.0353 -3.1864 1.38
Be -1.43196 0.49375 -4.53010 -1.0914 0.3573 -2.3887 0.63
C -0.45244 -5.01850 2.99861 0.1578 -0.2159 0.2655 -0.97
Cl 0.60744 -3.80196 2.28094 0.1674 -0.1440 0.2188 0.56
Cl -2.09832 -4.87635 2.36524 -0.1003 -0.0494 -0.0708 0.52
H -0.06641 -6.00938 2.76370 -0.0675 0.2170 -0.1421 0.04
H -0.47408 -4.87700 4.07824 -0.0996 0.0998 -0.2083 0.04
F 0.19359 -1.46449 -5.27378 -0.5640 0.3531 0.2688 -0.08
C 1.20686 -2.32953 -5.52647 1.3378 -1.1800 -0.3649 -0.29
C 0.91328 -3.63249 -5.89288 -0.2306 0.1840 0.0564 -0.02
C 1.95251 -4.51829 -6.15652 0.1719 0.2591 0.0831 -0.05
C 3.27326 -4.09271 -6.04000 -0.0399 -0.0018 -0.0181 -0.07
C 3.55598 -2.78254 -5.66633 -0.2154 -0.1938 -0.0452 -0.06
C 2.51661 -1.89347 -5.41330 -0.2171 0.2310 0.1129 -0.03
H -0.12107 -3.94829 -5.97050 0.0525 -0.0028 -0.0409 0.11
H 1.73408 -5.53874 -6.45155 -0.0109 0.1285 0.0671 0.12
H 4.08355 -4.78562 -6.24155 -0.1074 0.0936 0.0355 0.11
H 4.58535 -2.45375 -5.57209 -0.1376 -0.0062 -0.0138 0.11
H 2.71831 -0.86649 -5.12972 0.0041 -0.0285 -0.0362 0.11
C -5.39466 -2.08555 5.48974 -0.0334 0.3906 0.2658 -0.17
C -5.96027 -2.55209 4.16731 -0.3528 -0.3542 -0.1770 -0.17
C -4.80665 -2.28788 3.22002 0.3321 0.1298 -0.0129 -0.23
O -3.60124 -2.43656 3.98075 -0.3107 0.2108 -0.1505 -0.19
C -3.94158 -2.49995 5.37464 0.2415 -0.2766 0.2334 -0.20
H -5.89322 -2.51867 6.35808 0.0655 0.0307 -0.0821 0.12
H -5.46807 -0.99522 5.56096 -0.0062 -0.0834 0.0556 0.12
H -6.16886 -3.62589 4.21141 -0.0056 0.0934 -0.0535 0.12
H -6.87770 -2.03809 3.87543 0.0766 -0.0389 0.0075 0.12
H -4.83563 -1.26165 2.83435 -0.1254 0.0641 -0.0771 0.10
H -4.79347 -2.97917 2.37207 0.0998 -0.0471 0.0142 0.10
H -3.79599 -3.53280 5.70805 -0.0058 0.0499 0.0617 0.12
H -3.27356 -1.85214 5.94618 0.0341 -0.0522 -0.1341 0.12
C 5.29436 1.56542 1.50162 0.0293 -0.0171 -0.0785 -0.10
C 6.29983 1.04253 2.30841 0.0315 -0.0372 0.0092 -0.07
C 7.40464 0.42412 1.73098 -0.0939 0.0554 -0.1050 -0.08
C 7.50853 0.33732 0.34530 -0.0714 0.0369 0.0494 -0.08
C 6.50471 0.86358 -0.46153 -0.0302 -0.0172 -0.0032 -0.10
C 5.39540 1.47387 0.11640 0.1397 -0.1162 0.1382 -0.12
H 4.43211 2.04426 1.95188 0.1298 -0.0562 -0.0321 0.06
H 6.22180 1.11647 3.38824 -0.0331 0.0136 -0.1038 0.11
H 8.18533 0.01061 2.36018 -0.0677 0.0505 -0.0571 0.11
H 8.37217 -0.14043 -0.10479 -0.0838 0.0482 0.0356 0.11
H 6.58671 0.79729 -1.54184 0.0193 -0.0029 0.0947 0.10
H 4.60946 1.87971 -0.51299 0.0320 0.0347 -0.0118 0.07
```
Forces are in eV/Å.

ORCA calculation (ωB97M-V/def2-TZVPD) on an isolated molecule of C6H10O in a non-equilibrium geometry.

Output
* electronic energy: -8427.45528 eV
* LUMO level (spin up / spin down): 0.869 / 0.602 eV
* relative energy (zero: lowest compared OMol25 entry of this formula, charge and spin): 3.7851 eV
* Kohn-Sham gap (spin up / spin down): 7.611 / 6.768 eV
* multiplicity: 1

```
17
Properties=species:S:1:pos:R:3:forces:R:3:nbo_charge:R:1
C -2.27052 0.25166 0.18383 -0.0482 -0.0897 0.0012 -0.62
C -0.77592 0.14803 0.41685 -0.0053 -0.2673 -0.0268 0.10
C -0.13050 -1.11998 -0.19105 -0.3571 -0.0597 0.0043 -0.47
C 1.35428 -1.09022 -0.03651 -0.1602 -0.4077 0.8009 -0.32
C 1.96367 0.19084 -0.02928 0.4935 0.0055 -2.9737 -0.50
C 1.14785 1.38758 -0.10121 -0.0414 0.9843 0.3828 0.08
O -0.19278 1.31814 -0.18817 -0.0947 -0.2770 0.0848 -0.50
H -2.78050 -0.60704 0.63657 0.0908 0.1584 -0.0781 0.21
H -2.49128 0.25663 -0.89058 0.0795 -0.0033 0.1865 0.21
H -2.67716 1.16918 0.62350 0.1153 -0.1629 -0.0728 0.22
H -0.54781 0.17531 1.49073 -0.0617 0.0217 -0.1140 0.17
H -0.46729 -1.16734 -1.24245 0.1079 0.0257 0.1286 0.20
H -0.55381 -2.00882 0.29799 0.0618 0.1840 -0.0766 0.22
H 1.90325 -1.94922 0.32403 -0.0526 0.0235 -0.1246 0.21
H 3.02978 0.31229 0.20596 -0.5570 -0.0163 0.2512 0.26
H 1.52045 2.39899 -0.20613 0.2150 -0.2876 -0.1446 0.19
H 1.96828 0.33396 -1.29408 0.2145 0.1683 1.7709 0.33
```
Forces are in eV/Å.

ORCA calculation (ωB97M-V/def2-TZVPD) on an isolated molecule of C19H21NO6.

Output
* SMILES: COc1cccc(COC(=O)[C@H]2CC(=O)N(Cc3ccco3)C2)c1OC
* electronic energy: -33818.28598 eV
* LUMO level: 0.555 eV
* relative energy (zero: lowest compared OMol25 entry of this formula, charge and spin): 2.0814 eV
* Kohn-Sham gap: 9.123 eV
* multiplicity: 1

```
47
Properties=species:S:1:pos:R:3:forces:R:3:nbo_charge:R:1
C 1.69081 4.14580 -1.42089 -0.0286 0.2218 -0.0741 -0.25
O 1.79992 2.85131 -0.88116 -0.0176 -0.4942 0.0478 -0.52
C 1.64345 1.77315 -1.71499 0.0197 0.0015 0.1601 0.22
C 1.30970 1.88503 -3.05796 0.0274 0.1191 0.0899 -0.28
C 1.09503 0.75873 -3.83348 -0.0026 -0.0565 -0.0370 -0.21
C 1.19870 -0.49779 -3.27363 0.0617 0.0857 -0.0200 -0.19
C 1.55831 -0.63575 -1.94095 -0.0022 -0.0103 0.2632 -0.11
C 1.60631 -1.99748 -1.29894 0.3589 0.0518 -0.3323 -0.10
O 0.42662 -2.19559 -0.51165 0.1959 -0.0034 0.4575 -0.51
C -0.69173 -2.51903 -1.15351 -0.8120 -0.1591 -0.0838 0.81
O -0.75836 -2.81142 -2.31864 0.1380 -0.0086 -0.0963 -0.60
C -1.89256 -2.42517 -0.22341 0.1274 -0.0034 -0.1374 -0.31
C -1.73431 -3.32247 1.00715 0.1010 -0.0332 0.0064 -0.49
C -1.03485 -2.42829 2.02609 -0.2388 -0.2600 -0.1072 0.70
O -0.45945 -2.78284 3.02828 0.2730 -0.1857 0.3036 -0.62
N -1.19989 -1.15136 1.62238 -0.0373 0.3255 -0.0657 -0.43
C -0.47121 -0.04930 2.21589 -0.2014 -0.0636 0.3386 -0.27
C -1.24060 1.22352 2.15355 0.6730 0.3212 -0.5831 0.25
C -1.02615 2.35648 1.42335 0.0293 -0.5950 0.3380 -0.28
C -2.08568 3.24088 1.74215 -0.4481 -0.1104 0.3740 -0.33
C -2.86581 2.57709 2.63618 -0.0030 0.7989 -0.4168 0.09
O -2.36424 1.35821 2.89102 -0.0250 -0.5054 0.2605 -0.40
C -1.92150 -1.00971 0.38211 -0.2419 0.1145 -0.1369 -0.20
C 1.80058 0.49287 -1.15058 0.0460 -0.0117 -0.1768 0.32
O 2.13449 0.25118 0.15294 -0.3883 -0.0226 -0.3387 -0.53
C 3.01725 1.12694 0.82595 0.2994 0.2124 0.3814 -0.25
H 2.43743 4.32206 -2.20119 -0.0406 -0.0118 0.0129 0.18
H 1.87442 4.82297 -0.58777 -0.0205 0.0061 -0.0956 0.20
H 0.68966 4.33164 -1.82264 0.0432 -0.0078 -0.0080 0.18
H 1.19675 2.85835 -3.50728 -0.0002 0.1147 0.0034 0.22
H 0.82953 0.87234 -4.87274 -0.0327 0.0156 -0.1000 0.22
H 0.99707 -1.37944 -3.86052 -0.0307 -0.1183 -0.0310 0.23
H 1.66960 -2.77888 -2.06159 0.0346 0.1189 0.1428 0.21
H 2.43075 -2.07289 -0.58875 -0.1282 -0.0545 -0.1341 0.22
H -2.78557 -2.65158 -0.80707 0.1680 0.0604 0.0142 0.24
H -1.14708 -4.21933 0.81929 -0.0100 -0.0080 0.0837 0.24
H -2.70467 -3.62437 1.40561 0.0154 -0.0042 0.0159 0.24
H 0.47803 0.08719 1.68553 -0.1230 0.0619 0.0947 0.23
H -0.26691 -0.33981 3.25130 0.0639 0.0689 -0.1184 0.25
H -0.21299 2.53795 0.75080 0.2632 -0.0518 -0.1842 0.22
H -2.24145 4.22831 1.35861 -0.1053 0.2119 -0.0305 0.23
H -3.76785 2.85323 3.14516 -0.1190 -0.0613 0.1195 0.20
H -1.43998 -0.26944 -0.26393 -0.0597 -0.0274 0.0046 0.21
H -2.95342 -0.68643 0.57241 0.1064 0.0373 -0.1173 0.20
H 3.85153 1.42073 0.18506 -0.0324 -0.0056 0.0057 0.18
H 3.39488 0.55718 1.67517 0.0259 0.0430 -0.0538 0.19
H 2.50678 2.02193 1.18722 0.0777 -0.1174 -0.0396 0.19
```
Forces are in eV/Å.

ORCA calculation (ωB97M-V/def2-TZVPD) on an isolated molecule of C18H19N3O5S2 in a non-equilibrium geometry.

Output
* SMILES: CC(=O)NS(=O)(=O)c1ccc(NC(=S)NC(=O)COc2ccccc2C)cc1
* electronic energy: -55353.09599 eV
* LUMO level: -0.215 eV
* relative energy (zero: lowest compared OMol25 entry of this formula, charge and spin): 0.0000 eV
* Kohn-Sham gap: 8.384 eV
* multiplicity: 1

```
47
Properties=species:S:1:pos:R:3:forces:R:3:nbo_charge:R:1
C -3.78363 -2.83434 -1.02438 0.1066 0.0776 0.1002 -0.72
C -3.60316 -1.53098 -0.28221 0.3070 -0.5285 -0.0607 0.69
O -2.70876 -1.32241 0.50406 0.1918 -0.2534 0.2978 -0.61
N -4.52062 -0.57406 -0.58307 -0.3224 1.0876 0.3253 -0.88
S -4.62807 0.93162 0.24784 -0.1235 -0.4991 -0.4268 2.32
O -5.11591 0.68940 1.56673 0.4368 -0.0426 0.1423 -0.91
O -5.41854 1.72702 -0.64089 0.1835 0.0530 -0.2257 -0.93
C -2.93640 1.45829 0.27287 -0.6391 -0.1014 0.0296 -0.36
C -2.24982 1.46979 1.47177 0.0270 0.0421 0.0727 -0.13
C -0.90267 1.75816 1.46601 -0.0514 0.0654 -0.1351 -0.26
C -0.24212 2.01958 0.25984 -0.5667 -0.0207 -0.2568 0.27
N 1.13534 2.18020 0.34135 0.6372 -0.0361 0.7418 -0.62
C 2.07532 2.06428 -0.61386 -0.0036 0.0613 -0.3483 0.28
S 1.92234 2.28375 -2.23303 0.0303 0.1549 -0.4115 -0.16
N 3.33592 1.66142 -0.16500 0.1721 0.3315 0.1342 -0.64
C 3.65339 1.19766 1.08542 0.1661 -0.0040 -0.0403 0.67
O 3.05037 1.53095 2.08450 0.0414 -0.0496 0.2417 -0.59
C 4.68315 0.07403 1.08583 0.0452 0.1329 0.1609 -0.14
O 3.93780 -1.13046 1.09761 -0.2145 -0.3523 -0.1740 -0.51
C 2.92905 -1.21478 0.13580 -0.2695 -0.1236 -0.1855 0.33
C 3.23613 -1.22191 -1.21838 0.1216 -0.1504 0.1925 -0.30
C 2.22334 -1.27119 -2.15940 0.0191 -0.0211 -0.0054 -0.20
C 0.90309 -1.30548 -1.74631 -0.0427 -0.0759 -0.0395 -0.21
C 0.59816 -1.31998 -0.39663 0.0689 0.0001 -0.1222 -0.21
C 1.60004 -1.28105 0.56496 0.3887 0.0826 0.1122 -0.09
C 1.26613 -1.31164 2.02311 0.0920 0.0028 0.0681 -0.64
C -0.96420 2.05814 -0.93237 -0.0326 -0.0051 -0.0912 -0.28
C -2.31587 1.76704 -0.91961 -0.0354 0.0311 0.0743 -0.15
H -3.82201 -2.65637 -2.09643 -0.0370 -0.0236 -0.1179 0.23
H -2.95444 -3.49672 -0.79257 0.0019 0.0439 0.0124 0.25
H -4.71534 -3.30258 -0.71438 -0.0927 -0.0562 -0.0119 0.24
H -5.25886 -0.75739 -1.24311 -0.1005 0.1472 -0.0519 0.43
H -2.77880 1.22208 2.37709 0.0362 -0.0563 0.1625 0.25
H -0.34045 1.74779 2.38799 0.0577 -0.0214 0.1190 0.22
H 1.50840 2.08231 1.29206 -0.0424 0.0188 -0.3167 0.44
H 3.96402 1.45541 -0.93338 -0.2187 -0.0134 0.1440 0.44
H 5.25870 0.07278 2.01305 -0.0519 0.1320 -0.1611 0.22
H 5.35794 0.13507 0.22197 -0.0651 -0.0120 0.0742 0.17
H 4.27020 -1.19305 -1.53213 0.1235 -0.0027 -0.0210 0.21
H 2.46812 -1.26883 -3.21036 0.0277 0.0197 -0.0941 0.22
H 0.10902 -1.31950 -2.47722 -0.0881 0.0039 -0.0820 0.21
H -0.43238 -1.34744 -0.07309 -0.1125 -0.0165 0.0538 0.24
H 1.80204 -0.53257 2.56234 -0.0321 0.0010 0.0867 0.23
H 0.19607 -1.18751 2.16655 -0.0833 -0.0141 0.0417 0.22
H 1.57141 -2.26647 2.44939 -0.0271 -0.0539 0.1248 0.23
H -0.46932 2.28651 -1.86068 -0.0332 0.0248 0.0510 0.26
H -2.89412 1.77341 -1.82967 0.0035 0.0200 -0.1836 0.23
```
Forces are in eV/Å.